No. 1
{"formula": "C5H5FO2", "method": "ωB97M-V/def2-TZVPD", "elements": ["C", "C", "C", "C", "C", "H", "H", "H", "H", "H", "O", "O", "F"], "positions_angstrom": [[0.3000, -0.7526, -0.6592], [1.0027, -0.3843, 0.6026], [-0.0853, 0.5147, 0.0875], [-1.3526, 0.5356, 0.7866], [-2.3998, 0.5539, 1.3722], [1.7072, -1.0195, -1.9427], [-0.3969, -1.5834, -0.5881], [2.0284, 0.0075, 0.5583], [0.5109, 1.5110, -1.4141], [-3.3487, 0.5896, 1.8905], [0.9073, -0.5075, -1.9053], [0.3404, 1.7078, -0.4758], [0.7864, -1.1728, 1.6873]], "e_above_lowest_ev": 2.955, "smiles": "C#C[C@]1(O)[C@@H](O)[C@@H]1F", "homo_lumo_gap_ev": 10.2, "homo_energy_ha": -0.35302}

---

No. 2
{"formula": "CH3BrLiNO2", "method": "ωB97M-V/def2-TZVPD", "elements": ["Li", "Br", "C", "N", "O", "O", "H", "H", "H"], "positions_angstrom": [[17.8195, -0.5203, -35.4391], [17.5065, -2.1729, -34.6885], [17.7423, -4.6105, -36.0781], [19.0384, -4.5887, -36.7803], [20.0363, -4.9747, -36.2273], [19.1146, -4.1096, -37.9003], [17.8838, -5.2087, -35.1779], [17.1514, -5.1524, -36.8165], [17.3637, -3.6023, -35.9100]], "e_above_lowest_ev": 1.441, "homo_lumo_gap_ev": 8.7, "homo_energy_ha": -0.35439}

---

No. 3
{"formula": "C15H41BO5", "method": "ωB97M-V/def2-TZVPD", "elements": ["B", "C", "O", "C", "C", "H", "H", "H", "H", "H", "H", "H", "H", "H", "C", "C", "C", "O", "H", "H", "H", "H", "H", "H", "H", "H", "C", "C", "C", "O", "H", "H", "H", "H", "H", "H", "H", "H", "C", "C", "C", "O", "H", "H", "H", "H", "H", "H", "H", "H", "C", "C", "C", "O", "H", "H", "H", "H", "H", "H", "H", "H"], "positions_angstrom": [[2.4511, -2.5097, 1.4005], [3.5501, -1.9863, 0.4568], [4.4899, -1.1254, 1.1024], [4.7253, 0.0936, 0.4140], [3.5113, 1.0113, 0.3548], [2.6402, -2.4860, 2.5761], [1.4587, -3.0195, 0.9728], [4.0719, -2.8901, 0.0911], [3.1276, -1.5154, -0.4370], [5.5250, 0.5796, 0.9730], [5.1201, -0.1164, -0.5864], [2.5771, 0.4535, 0.2883], [3.5513, 1.6467, -0.5311], [3.4484, 1.6503, 1.2336], [-1.2944, 1.3462, -1.8698], [-0.4687, 0.8332, -0.7021], [-1.3656, 0.2320, 0.3646], [0.3572, 1.8682, -0.1622], [-1.9906, 2.1165, -1.5267], [-0.6544, 1.7814, -2.6389], [-1.8857, 0.5427, -2.3103], [0.2412, 0.0810, -1.0550], [-2.0471, 1.0007, 0.7415], [-0.7815, -0.1446, 1.2058], [-1.9754, -0.5744, -0.0399], [-0.2261, 2.5621, 0.1612], [-5.8165, -0.9727, -2.7099], [-5.1173, -1.5179, -1.4747], [-6.1024, -2.0861, -0.4659], [-4.2919, -0.5207, -0.8764], [-6.4919, -0.1594, -2.4294], [-5.0882, -0.5802, -3.4192], [-6.4051, -1.7458, -3.2051], [-4.4167, -2.3004, -1.7736], [-6.7864, -1.3023, -0.1278], [-5.5761, -2.4770, 0.4043], [-6.6981, -2.8882, -0.9032], [-4.8573, 0.2081, -0.5993], [6.1652, -4.5466, 1.2057], [7.2918, -3.7845, 1.8825], [7.2654, -3.9518, 3.3939], [7.2483, -2.4126, 1.5128], [5.2019, -4.1726, 1.5616], [6.2128, -4.3929, 0.1269], [6.2083, -5.6184, 1.4055], [8.2496, -4.1408, 1.4968], [6.3255, -3.5629, 3.7955], [8.0855, -3.3998, 3.8523], [7.3482, -5.0017, 3.6788], [6.4052, -2.0391, 1.8081], [-5.6491, 5.2476, -0.3855], [-4.2162, 4.7413, -0.4135], [-3.2424, 5.8097, -0.8839], [-4.1051, 3.5646, -1.2146], [-5.9610, 5.5467, -1.3903], [-6.3250, 4.4671, -0.0373], [-5.7491, 6.1132, 0.2701], [-3.9320, 4.4093, 0.5871], [-3.4920, 6.1232, -1.9015], [-2.2227, 5.4252, -0.8884], [-3.2805, 6.6896, -0.2409], [-4.3415, 3.7975, -2.1183]], "e_above_lowest_ev": 0.149, "smiles": "CC(C)O.CC(C)O.CC(C)O.CC(C)O.BCOCC", "homo_lumo_gap_ev": 9.9, "homo_energy_ha": -0.34710}

---

Please write out number 2 again, unchanged.
{"formula": "CH3BrLiNO2", "method": "ωB97M-V/def2-TZVPD", "elements": ["Li", "Br", "C", "N", "O", "O", "H", "H", "H"], "positions_angstrom": [[17.8195, -0.5203, -35.4391], [17.5065, -2.1729, -34.6885], [17.7423, -4.6105, -36.0781], [19.0384, -4.5887, -36.7803], [20.0363, -4.9747, -36.2273], [19.1146, -4.1096, -37.9003], [17.8838, -5.2087, -35.1779], [17.1514, -5.1524, -36.8165], [17.3637, -3.6023, -35.9100]], "e_above_lowest_ev": 1.441, "homo_lumo_gap_ev": 8.7, "homo_energy_ha": -0.35439}

---

Q: Number 2 is which compound?
A: CH3BrLiNO2

---

Q: Number 3 is which compound?
A: C15H41BO5